1.
Entry from the OMol25 dataset: an isolated molecule of C23H28N6O5 in a non-equilibrium geometry (ωB97M-V/def2-TZVPD).

Summary:
Lowest unoccupied orbital energy: 0.59 eV
E_tot: -1597.94476 a.u.
Energy above the lowest of the compared OMol25 structures with the same formula, charge and spin: 68.7 kcal/mol
Strongest force on any atom: 0.0216 hartree/bohr
Highest occupied orbital energy: -0.296 Eh
Orbital gap: 8.627 eV
Total charge: 0

Geometry as XYZ:
```
62
Properties=species:S:1:pos:R:3:mulliken_charge:R:1
C -3.37 7.37 -0.23 -0.72
O -2.25 7.09 0.58 -0.47
C -1.50 5.97 0.40 0.58
C -0.39 5.90 1.24 -0.69
C 0.49 4.84 1.21 -0.82
C 0.27 3.81 0.31 -0.42
C 1.15 2.67 0.27 0.23
N 2.22 2.50 1.08 -0.30
N 2.73 1.36 0.80 -0.87
N 1.99 0.83 -0.16 1.23
C 2.25 -0.45 -0.73 -1.29
C 1.06 -1.41 -0.59 1.13
O 0.62 -1.98 -1.58 -0.74
N 0.53 -1.60 0.63 0.47
C -0.65 -2.44 0.74 -1.30
C -0.21 -3.91 0.91 0.48
O -0.18 -4.45 2.00 -0.69
N 0.14 -4.47 -0.25 -0.16
C 0.72 -5.80 -0.35 -0.12
C 0.04 -6.59 -1.48 -0.88
C 1.07 -6.70 -2.62 -0.61
C 2.13 -5.66 -2.29 -0.49
C 2.19 -5.70 -0.77 -0.83
C 1.08 -1.12 1.88 -1.32
C 0.38 0.12 2.36 0.22
C -0.71 0.79 1.89 0.08
C -0.88 1.91 2.74 -0.61
C 0.12 1.83 3.66 -0.74
O 0.88 0.75 3.44 -0.43
N 1.00 1.61 -0.52 -0.73
C -0.83 3.86 -0.54 -0.28
C -1.72 4.92 -0.52 1.27
O -2.82 4.99 -1.34 -0.47
C -3.04 3.95 -2.26 -0.94
H -3.10 7.45 -1.29 0.27
H -3.74 8.33 0.12 0.30
H -4.16 6.62 -0.12 0.25
H -0.25 6.72 1.93 0.44
H 1.34 4.80 1.87 0.53
H 2.43 -0.35 -1.80 0.33
H 3.14 -0.86 -0.24 0.34
H -1.22 -2.12 1.62 0.57
H -1.25 -2.33 -0.16 0.54
H 0.17 -3.89 -1.08 0.34
H 0.59 -6.26 0.63 0.53
H -0.85 -6.05 -1.82 0.31
H -0.28 -7.57 -1.14 0.30
H 1.52 -7.70 -2.61 0.29
H 0.62 -6.55 -3.60 0.35
H 3.09 -5.88 -2.75 0.43
H 1.81 -4.67 -2.62 0.14
H 2.68 -4.83 -0.33 0.32
H 2.72 -6.60 -0.44 0.34
H 2.15 -0.92 1.81 0.53
H 0.95 -1.92 2.63 0.56
H -1.31 0.53 1.04 0.57
H -1.63 2.67 2.66 0.52
H 0.39 2.46 4.48 0.47
H -0.97 3.04 -1.22 0.72
H -2.21 3.86 -2.97 0.35
H -3.19 2.99 -1.75 0.34
H -3.94 4.22 -2.79 0.25
```

---

2.
Entry from the OMol25 dataset: C23H28N7OV as an isolated structure (ωB97M-V/def2-TZVPD).

Summary:
Lowest unoccupied orbital energy (alpha / beta): -2.07 / -2.21 eV
E_tot: -2295.71572 a.u.
Energy above the lowest of the compared OMol25 structures with the same formula, charge and spin: 13.0 kcal/mol
Strongest force on any atom: 0.0133 hartree/bohr
<S²>: 3.759
Highest occupied orbital energy (alpha / beta): -0.347 / -0.410 Eh
Spin multiplicity: 4
Orbital gap (alpha / beta): 7.368 / 8.930 eV
Total charge: +1

Geometry as XYZ:
```
60
Properties=species:S:1:pos:R:3:mulliken_charge:R:1
V -0.12 0.08 -0.47 0.88
C -2.51 -1.47 0.62 -0.97
C -2.35 -0.42 1.71 -0.83
N -1.64 0.75 1.20 -0.05
C -1.11 1.60 2.26 -1.31
C 0.10 0.93 2.86 0.66
C 0.46 1.07 4.19 -1.14
C 1.57 0.38 4.65 -0.60
C 2.26 -0.45 3.78 -1.01
C 1.83 -0.52 2.46 0.71
C 2.56 -1.37 1.44 -1.63
N 1.76 -1.65 0.25 -0.09
C 0.99 -2.90 0.30 -0.95
C -0.40 -2.71 0.90 -0.85
N -1.21 -1.83 0.03 0.00
N 0.79 0.15 2.02 0.88
H -3.13 -1.06 -0.18 0.26
H -3.03 -2.34 1.03 0.50
H -1.77 -0.83 2.54 0.42
H -3.34 -0.16 2.11 0.44
H -2.26 1.29 0.59 0.46
H -1.84 1.82 3.04 0.45
H -0.80 2.56 1.82 0.35
H -0.12 1.70 4.85 0.54
H 1.87 0.46 5.69 0.43
H 3.11 -1.02 4.11 0.55
H 2.92 -2.29 1.91 0.47
H 3.45 -0.81 1.12 0.47
H 2.39 -1.71 -0.53 0.21
H 1.52 -3.67 0.86 0.48
H 0.87 -3.26 -0.72 0.40
H -0.32 -2.25 1.88 0.35
H -0.87 -3.69 1.02 0.50
H -1.39 -2.34 -0.83 0.33
O -2.04 2.87 -2.83 -0.75
C -1.45 2.22 -1.97 -0.01
N -1.52 0.92 -1.71 0.21
C -2.00 0.08 -2.77 -1.45
C -0.88 -0.85 -3.19 0.91
C -1.04 -1.70 -4.28 -1.12
C 0.03 -2.46 -4.72 -0.28
C 1.25 -2.32 -4.07 -1.14
C 1.32 -1.48 -2.98 -0.27
N 0.28 -0.78 -2.51 0.23
C -0.38 2.92 -1.15 0.55
C -0.27 4.30 -1.17 -0.85
C 0.80 4.89 -0.51 -0.33
C 1.73 4.08 0.13 -0.93
C 1.55 2.71 0.09 -0.19
N 0.52 2.13 -0.53 0.42
H -2.30 0.67 -3.64 0.66
H -2.87 -0.53 -2.49 0.28
H -2.00 -1.75 -4.77 0.48
H -0.08 -3.12 -5.57 0.44
H 2.13 -2.86 -4.40 0.44
H 2.26 -1.35 -2.46 0.53
H -1.01 4.86 -1.71 0.54
H 0.91 5.97 -0.50 0.45
H 2.58 4.49 0.64 0.46
H 2.25 2.04 0.57 0.44
```

---

Copy entry 1 word for word.
Entry from the OMol25 dataset: an isolated molecule of C23H28N6O5 in a non-equilibrium geometry (ωB97M-V/def2-TZVPD).

Summary:
Lowest unoccupied orbital energy: 0.59 eV
E_tot: -1597.94476 a.u.
Energy above the lowest of the compared OMol25 structures with the same formula, charge and spin: 68.7 kcal/mol
Strongest force on any atom: 0.0216 hartree/bohr
Highest occupied orbital energy: -0.296 Eh
Orbital gap: 8.627 eV
Total charge: 0

Geometry as XYZ:
```
62
Properties=species:S:1:pos:R:3:mulliken_charge:R:1
C -3.37 7.37 -0.23 -0.72
O -2.25 7.09 0.58 -0.47
C -1.50 5.97 0.40 0.58
C -0.39 5.90 1.24 -0.69
C 0.49 4.84 1.21 -0.82
C 0.27 3.81 0.31 -0.42
C 1.15 2.67 0.27 0.23
N 2.22 2.50 1.08 -0.30
N 2.73 1.36 0.80 -0.87
N 1.99 0.83 -0.16 1.23
C 2.25 -0.45 -0.73 -1.29
C 1.06 -1.41 -0.59 1.13
O 0.62 -1.98 -1.58 -0.74
N 0.53 -1.60 0.63 0.47
C -0.65 -2.44 0.74 -1.30
C -0.21 -3.91 0.91 0.48
O -0.18 -4.45 2.00 -0.69
N 0.14 -4.47 -0.25 -0.16
C 0.72 -5.80 -0.35 -0.12
C 0.04 -6.59 -1.48 -0.88
C 1.07 -6.70 -2.62 -0.61
C 2.13 -5.66 -2.29 -0.49
C 2.19 -5.70 -0.77 -0.83
C 1.08 -1.12 1.88 -1.32
C 0.38 0.12 2.36 0.22
C -0.71 0.79 1.89 0.08
C -0.88 1.91 2.74 -0.61
C 0.12 1.83 3.66 -0.74
O 0.88 0.75 3.44 -0.43
N 1.00 1.61 -0.52 -0.73
C -0.83 3.86 -0.54 -0.28
C -1.72 4.92 -0.52 1.27
O -2.82 4.99 -1.34 -0.47
C -3.04 3.95 -2.26 -0.94
H -3.10 7.45 -1.29 0.27
H -3.74 8.33 0.12 0.30
H -4.16 6.62 -0.12 0.25
H -0.25 6.72 1.93 0.44
H 1.34 4.80 1.87 0.53
H 2.43 -0.35 -1.80 0.33
H 3.14 -0.86 -0.24 0.34
H -1.22 -2.12 1.62 0.57
H -1.25 -2.33 -0.16 0.54
H 0.17 -3.89 -1.08 0.34
H 0.59 -6.26 0.63 0.53
H -0.85 -6.05 -1.82 0.31
H -0.28 -7.57 -1.14 0.30
H 1.52 -7.70 -2.61 0.29
H 0.62 -6.55 -3.60 0.35
H 3.09 -5.88 -2.75 0.43
H 1.81 -4.67 -2.62 0.14
H 2.68 -4.83 -0.33 0.32
H 2.72 -6.60 -0.44 0.34
H 2.15 -0.92 1.81 0.53
H 0.95 -1.92 2.63 0.56
H -1.31 0.53 1.04 0.57
H -1.63 2.67 2.66 0.52
H 0.39 2.46 4.48 0.47
H -0.97 3.04 -1.22 0.72
H -2.21 3.86 -2.97 0.35
H -3.19 2.99 -1.75 0.34
H -3.94 4.22 -2.79 0.25
```

---

Q: strongest force on any atom of number 2 (C23H28N7OV)?
A: 0.0133 hartree/bohr

---

Q: Among the records above, which one has the highest strongest force on any atom?
A: C23H28N6O5